No. 1
{"formula": "C21H20BNO3", "method": "ωB97M-V with the def2-TZVPD basis set", "smiles": "O=C(Cc1ccc(B(O)O)cc1)NCc1ccc(-c2ccccc2)cc1", "orbital_gap_ev": 8.90, "largest_force_ev_per_a": 3.712, "total_energy_ev": -30412.54913, "lumo_energy_ev": 0.244, "homo_ev": -8.7, "elements": ["O", "C", "C", "C", "C", "C", "C", "B", "O", "O", "C", "C", "N", "C", "C", "C", "C", "C", "C", "C", "C", "C", "C", "C", "C", "C", "H", "H", "H", "H", "H", "H", "H", "H", "H", "H", "H", "H", "H", "H", "H", "H", "H", "H", "H", "H"], "positions_angstrom": [[-1.753, -2.443, 2.379], [-2.660, -1.713, 1.932], [-2.695, -0.298, 2.365], [-1.309, 0.336, 2.162], [-1.219, 1.305, 1.142], [-0.042, 2.065, 1.068], [1.104, 1.703, 1.826], [2.218, 2.753, 1.925], [3.220, 2.477, 2.888], [2.244, 3.768, 0.931], [1.064, 0.606, 2.659], [-0.175, -0.072, 2.870], [-3.528, -2.260, 1.005], [-2.933, -3.245, 0.090], [-1.821, -2.558, -0.686], [-2.087, -1.574, -1.642], [-1.051, -0.796, -2.163], [0.184, -0.971, -1.609], [1.255, -0.089, -2.167], [1.587, 1.081, -1.504], [2.406, 2.024, -2.046], [2.980, 1.877, -3.324], [2.676, 0.655, -4.014], [1.739, -0.296, -3.467], [0.490, -2.021, -0.705], [-0.508, -2.866, -0.319], [-3.065, -0.195, 3.387], [-3.375, 0.173, 1.685], [-2.019, 1.542, 0.389], [-0.105, 2.994, 0.562], [3.870, 3.204, 2.884], [2.859, 4.505, 0.882], [1.932, 0.393, 3.319], [-0.306, -0.880, 3.587], [-4.315, -1.689, 0.656], [-2.529, -4.017, 0.771], [-3.725, -3.695, -0.551], [-3.124, -1.278, -1.810], [-1.371, 0.051, -2.782], [1.323, 1.119, -0.412], [2.707, 2.824, -1.385], [3.817, 2.420, -3.728], [3.211, 0.336, -4.969], [1.615, -1.257, -3.941], [1.535, -2.291, -0.436], [-0.322, -3.708, 0.292]], "forces_ev_per_angstrom": [[-1.4, 0.9, -0.7], [1.8, -3.1, 0.9], [0.2, 0.4, -0.3], [-0.6, -0.3, -1.0], [0.7, 0.6, -0.1], [-0.7, -1.5, 1.4], [-1.3, 1.4, -0.4], [1.9, 0.0, -0.6], [-0.6, 1.7, -1.2], [-0.3, -0.9, 1.1], [-1.1, -1.0, 1.4], [0.5, 0.8, -0.3], [-0.8, 1.4, 0.0], [-0.4, -0.4, 0.2], [-0.4, -0.6, -0.4], [-0.2, -0.2, 1.1], [-2.0, 0.0, 0.9], [2.3, -0.4, -0.3], [-0.6, 0.2, -1.1], [-0.3, -1.0, 1.9], [1.4, 0.9, -0.8], [-0.7, -3.0, -0.3], [-0.4, -0.5, 0.1], [1.9, 1.5, 0.4], [0.9, 0.1, -1.1], [-0.9, 0.9, -0.4], [0.1, -0.1, 0.0], [-0.6, 0.8, -0.1], [0.5, -0.3, 1.3], [0.5, 0.5, -0.8], [-0.2, -0.6, 0.2], [0.1, -0.3, 0.5], [-0.7, -0.1, -0.7], [0.3, 0.2, -0.1], [1.0, -0.4, 0.2], [-0.1, 0.2, -0.7], [0.5, 0.4, 0.5], [0.1, -0.3, -0.3], [0.8, -0.4, 0.0], [0.1, 0.3, -1.7], [0.0, 0.3, -0.2], [-0.2, 0.7, 0.2], [-0.8, 0.8, 1.3], [-0.3, 0.0, -0.3], [-0.8, 0.7, -0.2], [0.2, -0.6, 0.7]]}

=====

No. 2
{"formula": "C69H40Cl2O10", "method": "ωB97M-V with the def2-TZVPD basis set", "smiles": "C/C(Cl)=C(\\Cl)C1=CC(=O)c2ccccc2C1=O.O=C1c2ccccc2C(=O)c2ccccc21.O=C1c2ccccc2C(=O)c2ccccc21.O=C1c2ccccc2C(=O)c2ccccc21.O=C1c2ccccc2C(=O)c2ccccc21", "orbital_gap_ev": 7.89, "largest_force_ev_per_a": 1.458, "total_energy_ev": -117723.63286, "lumo_energy_ev": -1.313, "homo_ev": -9.2, "elements": ["C", "C", "Cl", "C", "Cl", "C", "C", "C", "O", "C", "C", "C", "C", "C", "C", "C", "O", "H", "H", "H", "H", "H", "H", "H", "H", "O", "C", "C", "C", "C", "C", "C", "C", "C", "O", "C", "C", "C", "C", "C", "C", "H", "H", "H", "H", "H", "H", "H", "H", "O", "C", "C", "C", "C", "C", "C", "C", "C", "O", "C", "C", "C", "C", "C", "C", "H", "H", "H", "H", "H", "H", "H", "H", "O", "C", "C", "C", "C", "C", "C", "C", "C", "O", "C", "C", "C", "C", "C", "C", "H", "H", "H", "H", "H", "H", "H", "H", "O", "C", "C", "C", "C", "C", "C", "C", "C", "O", "C", "C", "C", "C", "C", "C", "H", "H", "H", "H", "H", "H", "H", "H"], "positions_angstrom": [[-6.113, 7.798, 5.860], [-7.467, 7.599, 5.222], [-7.599, 6.077, 4.353], [-8.484, 8.454, 5.300], [-8.339, 9.940, 6.209], [-9.802, 8.186, 4.657], [-9.945, 7.965, 3.358], [-11.319, 7.677, 2.802], [-11.688, 8.105, 1.729], [-12.192, 6.853, 3.722], [-13.071, 5.901, 3.274], [-13.800, 5.186, 4.201], [-13.660, 5.429, 5.540], [-12.779, 6.385, 6.010], [-12.053, 7.085, 5.083], [-11.041, 8.121, 5.537], [-11.216, 8.821, 6.510], [-6.055, 8.729, 6.415], [-5.344, 7.725, 5.082], [-5.954, 6.929, 6.512], [-9.071, 7.981, 2.712], [-13.138, 5.722, 2.205], [-14.494, 4.429, 3.850], [-14.215, 4.862, 6.281], [-12.630, 6.583, 7.066], [-3.838, 6.733, 3.281], [-3.098, 6.296, 2.423], [-3.628, 5.932, 1.082], [-4.978, 6.115, 0.809], [-5.477, 5.815, -0.448], [-4.628, 5.332, -1.439], [-3.285, 5.131, -1.168], [-2.781, 5.425, 0.094], [-1.342, 5.188, 0.378], [-0.619, 4.695, -0.465], [-0.807, 5.569, 1.712], [0.544, 5.387, 1.983], [1.061, 5.768, 3.210], [0.230, 6.334, 4.172], [-1.120, 6.505, 3.912], [-1.645, 6.120, 2.685], [-5.638, 6.496, 1.579], [-6.528, 5.962, -0.660], [-5.017, 5.109, -2.425], [-2.626, 4.750, -1.937], [1.191, 4.951, 1.233], [2.114, 5.628, 3.418], [0.638, 6.639, 5.127], [-1.765, 6.942, 4.662], [2.420, 0.281, -1.739], [1.425, -0.109, -2.320], [0.082, 0.408, -1.946], [-0.025, 1.360, -0.940], [-1.265, 1.878, -0.608], [-2.405, 1.448, -1.280], [-2.306, 0.486, -2.272], [-1.065, -0.042, -2.605], [-0.976, -1.086, -3.659], [-1.976, -1.516, -4.195], [0.370, -1.588, -4.049], [0.476, -2.538, -5.057], [1.723, -2.991, -5.454], [2.871, -2.496, -4.846], [2.771, -1.560, -3.830], [1.522, -1.105, -3.422], [0.861, 1.700, -0.421], [-1.346, 2.618, 0.169], [-3.372, 1.864, -1.026], [-3.193, 0.148, -2.791], [-0.417, -2.919, -5.534], [1.802, -3.728, -6.243], [3.845, -2.843, -5.165], [3.665, -1.179, -3.358], [6.497, -6.240, 0.580], [5.439, -5.705, 0.843], [5.116, -4.355, 0.310], [6.030, -3.711, -0.514], [5.726, -2.471, -1.049], [4.505, -1.866, -0.764], [3.597, -2.496, 0.071], [3.899, -3.738, 0.615], [2.921, -4.397, 1.524], [1.888, -3.840, 1.833], [3.236, -5.758, 2.040], [2.319, -6.404, 2.860], [2.585, -7.683, 3.321], [3.768, -8.323, 2.963], [4.691, -7.677, 2.157], [4.432, -6.392, 1.697], [6.979, -4.180, -0.743], [6.439, -1.974, -1.696], [4.262, -0.903, -1.192], [2.650, -2.023, 0.295], [1.398, -5.909, 3.135], [1.868, -8.186, 3.956], [3.969, -9.326, 3.316], [5.612, -8.174, 1.882], [9.095, -5.718, -6.354], [8.919, -6.571, -5.508], [9.828, -7.746, -5.412], [10.901, -7.852, -6.289], [11.775, -8.920, -6.186], [11.583, -9.888, -5.205], [10.506, -9.796, -4.339], [9.622, -8.730, -4.443], [8.458, -8.653, -3.517], [8.249, -9.536, -2.711], [7.562, -7.468, -3.600], [6.491, -7.361, -2.721], [5.668, -6.249, -2.766], [5.912, -5.236, -3.689], [6.969, -5.345, -4.577], [7.795, -6.462, -4.540], [11.053, -7.097, -7.049], [12.613, -8.999, -6.867], [12.275, -10.716, -5.118], [10.354, -10.551, -3.580], [6.304, -8.144, -1.999], [4.837, -6.165, -2.077], [5.273, -4.362, -3.716], [7.157, -4.560, -5.297]], "forces_ev_per_angstrom": [[-0.3, -0.8, -0.4], [0.7, 0.3, 0.3], [0.0, 0.4, 0.2], [-0.6, -0.3, -0.4], [0.0, -0.3, -0.3], [-0.1, 0.4, 1.1], [-0.2, -0.1, -0.4], [0.0, 0.0, -0.1], [0.3, -0.5, 0.4], [0.7, 0.7, -0.3], [0.1, 0.1, -0.7], [-0.6, -0.6, -0.8], [-0.2, -0.3, 1.4], [-0.1, 0.1, 0.1], [1.0, 1.0, 0.3], [-0.2, 0.0, -0.1], [0.2, -0.6, -0.3], [0.0, -0.1, -0.1], [-0.1, 0.2, 0.1], [0.1, 0.3, 0.1], [-0.4, 0.2, -0.2], [-0.2, 0.0, 0.1], [0.1, 0.0, 0.1], [-0.1, -0.1, -0.3], [-0.1, 0.0, -0.1], [0.0, 0.0, 0.1], [-0.2, 0.1, 0.2], [0.1, -0.1, -0.1], [-0.2, 0.0, -0.1], [0.1, 0.0, 0.0], [0.0, 0.0, 0.1], [-0.1, 0.0, -0.2], [-0.1, 0.1, 0.1], [0.2, 0.0, -0.3], [0.0, 0.2, 0.1], [-0.1, 0.0, 0.1], [0.2, 0.0, 0.1], [-0.1, 0.0, 0.0], [0.0, 0.0, -0.1], [0.1, 0.0, 0.1], [0.1, 0.0, -0.1], [0.1, 0.0, 0.1], [0.0, 0.0, 0.0], [0.0, 0.0, 0.0], [0.1, 0.0, 0.1], [-0.1, 0.0, -0.1], [0.0, 0.0, 0.0], [0.0, 0.0, 0.0], [-0.1, 0.0, -0.1], [-0.1, 0.0, -0.1], [0.2, 0.1, 0.2], [-0.1, 0.0, -0.1], [0.0, 0.1, 0.1], [-0.1, -0.3, -0.1], [0.1, 0.0, 0.0], [-0.1, 0.1, 0.1], [0.1, 0.0, 0.0], [-0.3, -0.1, -0.1], [0.0, 0.0, 0.0], [0.1, 0.1, 0.1], [0.1, -0.1, -0.1], [0.0, 0.0, 0.0], [-0.1, 0.0, 0.0], [0.1, -0.1, -0.1], [-0.1, 0.0, 0.0], [0.1, -0.1, -0.1], [0.0, -0.1, 0.1], [0.0, 0.0, 0.0], [0.1, -0.1, -0.1], [-0.1, 0.1, 0.1], [0.0, 0.0, 0.0], [0.0, 0.0, 0.0], [-0.1, 0.1, 0.1], [0.0, 0.0, 0.0], [0.3, -0.1, -0.1], [-0.1, 0.0, 0.1], [0.1, 0.1, -0.1], [-0.1, 0.0, 0.1], [0.2, 0.0, 0.0], [0.0, 0.1, -0.1], [0.1, -0.1, -0.1], [-0.3, 0.2, 0.1], [0.0, 0.0, 0.0], [0.1, 0.0, 0.0], [-0.1, -0.1, 0.1], [0.1, 0.0, 0.0], [0.0, 0.1, 0.0], [0.0, -0.2, 0.1], [-0.1, 0.1, 0.0], [-0.1, -0.1, 0.1], [0.0, 0.0, 0.0], [0.0, 0.0, 0.1], [0.0, -0.1, 0.1], [0.0, 0.1, -0.1], [0.0, 0.0, 0.0], [0.0, 0.0, 0.0], [0.0, 0.1, -0.1], [0.0, 0.0, 0.0], [0.0, 0.3, -0.2], [0.0, -0.1, 0.1], [0.2, 0.0, -0.1], [0.0, 0.0, 0.1], [0.0, 0.1, 0.0], [0.1, -0.1, 0.0], [0.0, 0.1, -0.1], [-0.1, -0.3, 0.3], [0.0, 0.0, 0.0], [0.0, 0.1, -0.1], [-0.2, 0.0, 0.1], [0.0, 0.0, -0.1], [0.0, -0.1, 0.0], [-0.1, 0.2, 0.0], [0.0, -0.1, 0.1], [-0.1, 0.1, 0.1], [0.0, 0.0, 0.0], [0.0, 0.0, 0.0], [-0.1, 0.1, 0.0], [0.1, 0.0, 0.0], [0.0, 0.0, 0.0], [0.0, 0.0, 0.0], [0.1, -0.1, -0.1]]}

=====

No. 3
{"formula": "C3H8N2", "method": "ωB97M-V with the def2-TZVPD basis set", "orbital_gap_ev": 4.43, "relative_energy_ev": 6.177, "largest_force_ev_per_a": 2.810, "total_energy_ev": -6215.66962, "lumo_energy_ev": -2.139, "homo_ev": -6.6, "elements": ["C", "C", "C", "N", "N", "H", "H", "H", "H", "H", "H", "H", "H"], "positions_angstrom": [[0.833, -1.609, -0.377], [1.354, -0.968, 0.732], [0.896, 0.248, 1.211], [0.112, 1.180, 0.580], [-1.819, 1.306, -1.423], [0.231, -0.979, -1.030], [1.987, -1.584, 1.369], [1.028, -2.662, -0.542], [1.085, 0.510, 2.242], [-0.889, 1.051, 0.811], [0.104, 1.042, -0.431], [-2.625, 1.895, -1.195], [-2.298, 0.569, -1.946]], "forces_ev_per_angstrom": [[0.5, 1.8, 1.1], [0.2, -2.4, -1.4], [-1.3, 2.3, 0.2], [1.6, -2.3, -0.4], [0.1, -0.5, 0.5], [-0.2, -0.7, -0.2], [0.0, 0.4, 0.1], [0.0, 0.2, -0.3], [-0.1, -0.4, 0.4], [-0.6, 1.0, 0.1], [-0.5, 0.4, -0.2], [0.2, 0.2, 0.2], [0.2, -0.1, 0.0]]}